Record 1
78
Properties=species:S:1:pos:R:3:forces:R:3 method="wB97M-V/def2-TZVPD" orbital_gap_ev="5.89 / 5.89" e_homo_ha="-0.6780 / -0.6780" charge=+4
Co -0.01306 -1.07462 0.62469 0.8246 0.1787 0.3049
S 1.83029 -1.81425 1.83084 -0.2459 -0.5484 0.1334
S 2.67223 0.04539 -1.04438 -0.1398 -0.3309 0.3434
O 1.30724 0.16892 -0.23282 0.1525 0.5219 0.2744
N 0.33016 -2.17181 -0.99454 0.2157 -0.0126 0.2183
N -3.71006 -4.27543 -1.83842 0.0867 0.0269 0.0333
N -2.04462 1.12687 0.49387 0.1001 0.0967 0.6235
N 1.48599 -0.06906 5.32859 0.0967 -0.1390 -0.2264
N -0.50605 -0.00625 2.37941 0.7157 0.1720 -0.3032
N -1.15037 0.34841 -0.28882 -0.5833 -0.8937 -0.3549
N 2.13070 -0.87123 4.41709 -0.0063 0.1447 0.3273
N 0.40917 -0.17445 3.43346 -0.3072 0.2345 0.0280
N -1.15549 -2.52567 1.45603 -0.2106 0.3119 -0.0400
C 0.04605 -3.64286 -1.14572 -0.1394 -0.0347 -0.0160
C 3.58768 2.51623 -3.98975 0.0362 -0.1427 -0.0874
C 1.48836 -0.94864 3.27138 0.2803 -0.1979 -0.2667
C -1.25624 -3.93068 -1.90657 0.0401 0.1218 -0.0478
C -0.83734 3.20759 0.94639 -0.0357 -0.1205 0.1093
C 3.24460 3.77512 -3.50024 -0.0916 0.2582 -0.1846
C 2.65966 3.86709 -2.23201 -0.0525 -0.0106 0.1622
C 3.99358 0.30660 0.12401 -0.0806 0.1533 0.2269
C 3.35789 1.37060 -3.24790 -0.0524 0.0101 -0.0904
C 3.48883 5.00488 -4.32749 0.2060 -0.1779 0.0549
C 0.42518 0.36247 4.73209 -0.0337 0.0078 -0.0116
C -2.51880 -3.70694 -1.08244 0.1088 -0.1434 0.0132
C -2.04360 2.61090 0.23036 -0.0940 -0.0367 -0.3164
C -2.42796 -4.37750 0.28041 -0.0372 0.1375 0.0799
C 2.42418 2.74193 -1.46577 0.1772 0.1369 0.0107
C -1.15581 -3.98043 1.03361 0.0885 -0.1161 -0.0748
C -1.98826 2.91161 -1.26734 -0.0691 -0.0572 0.0104
C 2.78358 1.50044 -1.98498 -0.1804 0.0171 -0.2057
C 0.08988 -4.29948 0.22220 -0.0865 -0.0012 -0.0655
C -3.34239 3.13350 0.82681 -0.0028 0.0041 0.0995
C -0.63357 1.22740 5.30683 0.0567 -0.0311 -0.0594
H -1.19642 -4.98164 -2.20873 -0.0382 0.0191 -0.0013
H 2.95009 5.86984 -3.95081 -0.0457 -0.0082 -0.0121
H -0.92015 3.06275 2.03006 -0.0025 0.0620 -0.0479
H -0.84978 2.08324 4.66515 0.0297 -0.0006 0.0100
H -1.43843 -0.18868 2.74712 -0.1267 0.0930 -0.2173
H -0.29044 1.59292 6.27238 0.0051 0.0075 0.0040
H 1.34423 -2.07756 -0.94813 0.0589 -0.1371 -0.3390
H 2.40867 4.84341 -1.83600 -0.0423 -0.0158 -0.0274
H 4.06451 -0.53328 0.80705 0.0062 -0.0365 -0.0283
H 0.10261 2.76709 0.59548 0.0167 0.0330 -0.0088
H -0.33229 0.91396 -0.53944 -0.1160 0.1426 0.0319
H 2.99455 -1.32796 4.68506 0.0062 0.0013 0.0245
H 1.99783 2.83190 -0.47503 0.0271 0.0104 0.0062
H -3.38901 4.21465 0.69963 -0.0165 -0.0159 0.0100
H -2.71231 -2.63835 -0.96642 -0.1654 -0.0041 -0.0829
H -2.05922 3.98746 -1.42446 0.0165 -0.0147 -0.0128
H 0.97882 -3.97605 0.76115 0.0291 -0.1502 0.0071
H 0.07539 -1.67636 -1.84866 -0.0067 0.0410 0.0263
H -3.40892 2.92674 1.89790 -0.0024 -0.0201 -0.0446
H -2.11771 -2.21272 1.58391 -0.0274 -0.0895 -0.0063
H -2.83029 2.45378 -1.79279 0.0213 0.0125 -0.0037
H -1.13097 -4.58848 1.93732 -0.0270 0.1414 0.1304
H 3.22994 4.83114 -5.37086 -0.1157 0.0114 0.0066
H -2.97325 0.72487 0.49451 -0.0645 0.0794 -0.3697
H -0.74077 -2.50571 2.38520 -0.0645 -0.1534 0.0376
H -1.05330 2.58517 -1.73452 -0.0061 0.0492 0.0043
H -3.59066 -5.28143 -2.00460 -0.0071 -0.0301 -0.0011
H -4.58978 -4.16464 -1.32382 -0.0232 0.0191 0.0079
H 0.84131 -4.06878 -1.75781 0.1111 0.1580 -0.0243
H -1.55298 0.66007 5.46919 0.0059 0.0012 -0.0028
H -1.29472 -3.33986 -2.82728 0.0549 -0.0751 -0.0323
H -1.56134 0.05543 -1.17754 -0.1104 0.2265 -0.0423
H -0.51636 0.96351 2.04395 -0.1051 0.0529 0.2527
H 3.62898 0.39815 -3.64387 -0.0048 0.0301 0.0069
H -3.31724 -4.16149 0.88085 0.0282 -0.0475 0.0252
H 4.90410 0.37588 -0.47450 -0.0397 0.0370 -0.0238
H 3.81522 1.24412 0.65173 0.0570 -0.0051 -0.0178
H 4.03191 2.43092 -4.97393 0.0076 -0.0087 0.0260
H 0.18034 -5.38168 0.11160 -0.0640 0.0060 -0.0289
H 4.55460 5.24516 -4.32445 0.0187 0.0145 0.0766
H -0.78044 4.28128 0.76960 0.0354 -0.0223 -0.0055
H -4.21409 2.70802 0.32428 0.0180 0.0151 0.0047
H -2.37791 -5.46447 0.15893 -0.0554 0.0140 0.0001
H -3.83593 -3.83899 -2.75728 -0.0136 0.0174 -0.0207



Record 2
70
Properties=species:S:1:pos:R:3:forces:R:3 method="wB97M-V/def2-TZVPD" orbital_gap_ev=10.00 e_homo_ha=-0.3432 smiles=CCCCCCCCCC[C@H]1COC[C@@H]1CCCBr.CCO.CCO e_above_lowest_kj_mol=25.2
Br 5.58365 3.61200 2.54604 0.1080 0.0277 0.0231
O 2.98227 -0.31075 0.84719 -0.1837 -0.1447 -0.2156
O -3.70122 2.44760 2.06884 -0.1003 -0.0236 0.0437
O -2.15246 -1.54393 1.24609 -0.0447 0.1065 0.1115
C 1.53126 -3.88580 -4.00313 -0.2065 0.0350 -0.2455
C 0.35957 -4.23160 -3.07768 0.1982 -0.3770 0.3262
C 0.63373 0.62259 -0.89705 -0.3070 0.1906 -0.0186
C 0.16700 1.02673 0.50331 -0.1214 -0.2175 -0.0308
C 3.48888 2.36629 4.12472 0.1916 -0.0913 -0.0153
C 0.56668 -0.13266 -4.01858 -0.1485 -0.4255 -0.0898
C 1.49471 -2.47970 -4.60746 0.2751 -0.1721 0.1747
C -4.99862 2.70986 2.59769 0.0412 0.0742 -0.0764
C 2.14120 1.50240 2.11801 0.2424 -0.3282 0.1609
C 2.62437 1.23888 3.55003 -0.0042 0.2588 0.0073
C 3.18091 1.08214 1.07329 0.0546 0.4244 0.0164
C 0.99211 0.57002 1.71780 -0.2037 -0.0754 0.1776
C -0.61462 0.15232 -3.08310 -0.0151 0.4145 0.0800
C -5.99834 3.06725 1.51388 0.0590 -0.0421 -0.0429
C 1.44182 -1.33313 -3.59015 0.1863 0.4462 -0.2203
C -4.52508 -1.22490 0.77881 0.0320 -0.0425 0.0360
C 1.76434 -0.71539 1.48581 0.0712 0.0562 0.1319
C 4.98593 2.25690 3.80867 -0.2464 -0.2795 -0.0178
C 0.54167 -3.84571 -1.59200 -0.0634 0.4192 -0.4791
C -0.29955 1.17865 -1.99097 0.2339 -0.2165 -0.0336
C -3.21499 -0.58617 1.20020 0.0427 -0.2688 -0.1915
H 0.16771 -0.33758 -5.01431 0.0336 -0.0103 -0.0567
H -0.01051 2.10469 0.55561 0.1137 0.0836 0.0056
H 0.23349 -5.31532 -3.11161 -0.0523 -0.0266 -0.0653
H -2.94925 0.22905 0.52259 -0.0671 0.0834 0.0373
H 3.02844 1.66852 0.16225 -0.0147 -0.1758 -0.1724
H 5.59342 2.34462 4.70179 0.1215 0.2514 -0.0328
H 3.12206 3.32542 3.76333 -0.0850 0.0864 0.1014
H -4.94321 3.50817 3.34505 -0.0387 -0.0262 0.0352
H 4.21848 1.24377 1.36081 0.0098 -0.0387 0.1615
H -1.22766 1.54625 -1.54814 -0.0722 -0.0630 0.0800
H -3.39723 3.24227 1.62165 0.0536 0.0378 -0.0304
H 3.18639 0.30434 3.59201 -0.0380 -0.1016 0.0453
H 2.45966 -0.97161 -3.43576 0.0694 -0.0950 0.1667
H 3.38582 2.37713 5.20947 -0.0333 0.0003 0.0713
H 2.02395 -1.19693 2.43144 -0.1148 -0.0429 0.1101
H 0.27778 -4.66315 -0.92894 -0.0011 -0.0410 0.1230
H -0.80911 0.55330 0.61656 -0.1074 0.1159 0.0440
H -4.44329 -1.65457 -0.22287 -0.0167 0.0471 -0.0225
H 1.51461 -4.58966 -4.83919 0.0531 -0.0311 -0.0276
H 1.65356 0.93177 -1.10175 0.1539 -0.1006 -0.0022
H -1.46392 0.51314 -3.66626 -0.0219 0.0327 -0.0466
H -2.05453 -1.91961 0.36642 0.0080 -0.0522 -0.0481
H 2.39478 -2.35869 -5.21477 -0.0518 0.0193 -0.1562
H 2.47647 -4.06934 -3.48733 0.0305 0.0832 0.1199
H -5.29986 1.79580 3.10868 0.0208 -0.0134 0.0202
H -0.07260 -2.97957 -1.34005 -0.0800 -0.0362 0.1495
H 0.65729 -2.42790 -5.30555 -0.1827 0.0488 0.0812
H 1.56982 -3.53808 -1.40587 0.0951 -0.1746 0.1595
H -6.06357 2.26579 0.77723 -0.0156 -0.0151 0.0136
H -6.98993 3.23561 1.93574 0.0000 0.0106 0.0103
H -5.69250 3.97617 0.99065 -0.0256 0.0272 0.0247
H 0.60011 -0.46557 -0.95021 0.1788 -0.0577 0.0195
H 1.10591 -1.68838 -2.62329 -0.0719 -0.0722 0.0246
H -0.56860 -3.81572 -3.47138 -0.0419 0.0929 -0.0667
H -3.29274 -0.16902 2.20016 0.0725 0.0360 0.0391
H 0.18141 2.03550 -2.46724 -0.0952 0.1642 0.0285
H 1.20120 -1.44492 0.90522 0.2380 0.0042 -0.3342
H -5.33240 -0.49045 0.76882 0.0079 0.0123 -0.0118
H 0.28868 0.40998 2.53836 0.0755 0.1712 0.1204
H 1.75628 1.11989 4.20183 -0.0696 -0.0458 -0.0226
H 1.17662 0.76457 -4.12805 -0.0091 0.1033 0.0601
H 5.22422 1.30250 3.34720 0.0211 0.0083 -0.0477
H -0.93917 -0.77137 -2.59564 -0.0738 -0.1337 -0.0923
H -4.79257 -2.03011 1.46380 -0.0150 0.0194 0.0208
H 1.86928 2.55547 2.05130 -0.0527 0.0656 -0.2491



Number 1: E -97208.6579 eV. Number 2: E -98691.1048 eV.